2 unconnected molecules or ions with the total composition C14H31BNOP in a non-equilibrium geometry, computed with the ωB97M-V functional and the def2-TZVPD basis.

Values from the calculation:
* HOMO-LUMO gap: 4.433 eV
* LUMO: -0.682 eV
* net charge: 0
* M: 271.19 g/mol
* total energy: -1047.94547 Eh
* strongest force on any atom: 6.96 eV/A
* HOMO: -5.114 eV

The geometry in XYZ format:
```
49
Properties=species:S:1:pos:R:3:forces:R:3
P 1.841125 0.333961 -2.681033 -1.798 -0.604 0.409
O 2.446429 -0.994010 -1.714847 -1.069 0.236 0.006
N -2.663999 -0.614686 1.728961 0.411 -0.353 0.138
C -3.496904 -0.490511 0.442236 -0.102 0.158 -0.024
C 1.287016 1.641242 -1.372912 -0.220 -0.154 1.000
C -3.170654 0.245730 2.891357 -0.032 -0.239 0.085
C -1.250481 -0.060035 1.466528 -0.125 0.025 -0.172
C -2.511191 -2.071895 2.128825 -0.175 0.440 -0.095
C 5.577273 -1.294508 -0.929986 -1.510 -5.685 -2.388
C 5.160713 1.215197 -1.883676 0.148 0.137 -0.127
C -2.320440 1.510791 2.910941 -0.072 0.550 0.454
C -1.375416 1.422249 1.727883 0.121 0.241 -0.412
C -5.019927 -0.472084 0.587829 -0.073 0.104 0.159
C 6.116844 0.245986 -1.008583 -1.046 -0.939 0.639
C -5.665156 -1.621503 1.345870 -0.154 -0.068 0.086
C 4.763921 0.652053 -3.347902 1.353 0.397 -0.224
C 5.203738 -2.547426 -1.163347 1.474 6.787 0.401
B 3.221712 1.028216 -3.819348 1.563 -0.382 0.309
H -1.797190 1.938068 0.860063 0.156 -0.077 0.035
H 5.461818 1.205350 -4.108562 -0.994 -1.032 1.258
H -0.942941 -0.315056 0.449283 -0.040 -0.072 0.162
H -0.407115 1.881533 1.939727 -0.104 -0.145 -0.170
H 6.101202 0.642748 0.085794 0.479 -0.718 -1.913
H -5.421622 -1.596824 2.411185 -0.019 -0.094 -0.054
H -1.759236 1.565306 3.848296 -0.095 -0.033 -0.118
H -5.346231 0.478016 1.022860 0.083 -0.035 -0.052
H -3.185849 -1.312502 -0.209831 0.090 0.064 0.231
H 1.726147 -1.667082 -1.615956 1.009 1.168 -0.371
H 3.055379 0.543660 -4.907225 -0.306 -0.274 -0.252
H 5.751001 2.207973 -2.054971 -0.891 -1.714 0.513
H 0.974675 2.639397 -1.892376 0.649 -1.858 0.952
H -3.484699 -2.495264 2.360040 0.071 0.037 -0.093
H -5.434167 -0.471507 -0.426211 0.295 0.073 0.006
H 0.357283 1.165576 -0.843330 1.378 1.018 -0.883
H 7.165846 0.240867 -1.478533 -1.559 -0.181 0.971
H -4.231014 0.462066 2.783318 0.094 -0.245 -0.153
H 4.688868 -3.473546 -1.634784 1.292 2.190 1.422
H 5.006252 -0.478781 -3.497430 -0.440 1.892 0.672
H -6.754637 -1.548293 1.273569 0.178 -0.022 -0.016
H -3.027520 -0.319402 3.817165 -0.089 -0.091 -0.310
H 3.043935 2.213644 -3.928127 -0.197 0.439 0.246
H -0.569533 -0.521830 2.188372 -0.214 -0.066 -0.130
H -2.937116 2.412011 2.856486 0.066 -0.160 0.052
H -2.044947 -2.606670 1.299033 -0.075 0.094 0.119
H -1.873054 -2.125695 3.013227 -0.068 0.081 -0.175
H -3.196491 0.440106 -0.047091 0.122 -0.136 0.163
H 4.234391 1.527674 -1.244021 1.523 -0.854 -1.203
H -5.369921 -2.587178 0.928561 -0.022 0.010 0.089
H 2.068084 1.807030 -0.539077 -1.066 0.090 -1.239
```
Forces are in eV/Å.

Löwdin atomic charge list, values in e, 6 entries:
1. P 0.791
2. O -0.441
3. N -0.232
4. C -0.094
5. C -0.374
6. C -0.082

---

A molecular structure, C14H31ClN4O6S2, computed with the ωB97M-V functional and the def2-TZVPD basis.

Values from the calculation:
* HOMO-LUMO gap: 8.819 eV
* LUMO: -0.128 eV
* net charge: 0
* M: 451.01 g/mol
* total energy: -2478.90303 Eh
* strongest force on any atom: 0.61 eV/A
* HOMO: -8.947 eV

The geometry in XYZ format:
```
58
Properties=species:S:1:pos:R:3:forces:R:3
Cl -0.391030 -0.890206 -2.751098 0.007 -0.028 -0.022
S 0.002510 -0.707099 2.849887 0.089 0.152 0.097
S -3.008255 -1.262973 -1.926505 0.296 -0.185 0.500
O -1.817097 -2.604580 2.367393 -0.035 -0.190 -0.188
O -1.548094 -1.996566 -2.226163 0.036 0.075 0.000
O 1.248636 -3.718540 -4.552803 -0.044 -0.033 0.027
O -3.764315 -2.373626 -1.421360 -0.176 -0.084 -0.133
O -2.495170 -0.429786 -0.627589 -0.131 0.183 -0.362
O -0.305559 4.357452 3.143099 -0.086 -0.050 0.042
N -0.084392 -2.751593 1.016304 0.026 0.301 0.246
N 2.921071 -5.341596 -6.279038 -0.004 0.142 0.013
N 2.403822 5.329282 3.537860 -0.098 -0.075 -0.142
N -0.942491 -3.800470 0.734795 -0.315 0.017 0.200
C 0.151440 5.518851 2.475849 0.074 0.020 -0.154
C -1.225085 4.581320 4.195818 0.032 -0.113 -0.015
C 2.635322 -3.831966 -4.312110 0.104 0.099 -0.012
C -0.628052 -2.071179 1.972044 0.149 -0.034 -0.211
C -3.112610 0.883008 -0.583230 0.096 0.043 -0.085
C -2.621790 1.663818 0.624647 -0.023 0.064 0.308
C 0.412880 -4.396573 -3.630163 0.000 -0.006 -0.085
C 0.906232 7.048506 4.389985 -0.008 0.063 -0.011
C 2.995480 -6.359224 -4.068108 0.054 -0.022 0.036
C 3.284524 -5.101108 -4.880266 -0.106 -0.105 0.007
C -2.147774 0.841299 1.831250 -0.073 0.052 0.117
C 1.318174 6.238424 3.165014 -0.003 -0.032 0.165
C -1.932697 -3.667735 1.547426 0.095 0.024 -0.155
C -0.626072 0.705413 1.888152 -0.144 -0.239 0.026
H 3.121097 -6.178331 -2.999017 -0.016 0.007 -0.002
H 0.834252 -4.376488 -2.620929 -0.011 -0.017 0.017
H 0.710130 6.406595 5.248769 -0.014 -0.033 -0.009
H 3.676719 -7.157265 -4.361552 -0.012 0.001 -0.039
H 0.239263 -5.432813 -3.931762 0.044 -0.027 0.079
H -2.640297 -0.128117 1.859241 0.026 -0.092 -0.115
H 1.720230 6.940415 2.428290 -0.025 -0.005 -0.053
H -1.832251 3.681558 4.296752 0.002 -0.004 -0.016
H 0.495062 5.173356 1.497146 0.002 -0.045 0.022
H -2.458557 1.361993 2.736349 -0.058 -0.050 0.088
H 2.009485 4.577313 4.096143 0.032 0.033 0.064
H 4.365481 -4.932489 -4.848728 0.014 0.053 0.012
H -1.883296 5.426764 3.975591 0.001 0.026 0.010
H 0.010356 7.640213 4.192037 -0.004 -0.010 0.002
H -2.858929 1.417353 -1.499668 -0.028 0.012 -0.045
H 2.841090 -3.735888 -3.237485 0.006 -0.059 0.006
H -0.225756 1.552911 2.443203 0.198 0.127 -0.151
H 1.906727 -5.336447 -6.342088 -0.002 -0.062 0.000
H -3.461046 2.276735 0.951750 0.000 0.163 -0.083
H -0.686806 6.206768 2.302872 0.013 0.037 0.052
H -4.197034 0.768953 -0.557107 -0.039 -0.134 0.114
H -0.172397 0.682316 0.900204 -0.002 -0.060 -0.073
H -2.811127 -4.279413 1.638989 -0.037 -0.067 -0.043
H 1.981451 -6.721242 -4.236397 -0.029 0.032 -0.002
H 1.707942 7.729155 4.672981 0.026 -0.029 0.005
H 2.768823 4.871570 2.707858 0.058 0.067 0.013
H -1.830166 2.350904 0.328519 0.071 0.040 -0.019
H -0.545374 -3.884225 -3.615897 -0.030 0.040 -0.006
H -0.719626 4.757148 5.148002 -0.025 0.067 0.000
H 3.217405 -4.553534 -6.847089 0.056 -0.046 -0.007
H 3.087546 -2.968320 -4.808068 -0.031 0.000 -0.026
```
Forces are in eV/Å.

Löwdin atomic charge list, values in e, 6 entries:
1. Cl 0.667
2. S 0.978
3. S 0.849
4. O 0.024
5. O -0.827
6. O -0.201

---

A gas-phase ion, C14H31N4O2 (charge +1) in a non-equilibrium geometry, computed with the ωB97M-V functional and the def2-TZVPD basis.

Values from the calculation:
* HOMO-LUMO gap: 5.145 eV
* LUMO: -4.225 eV
* net charge: +1
* M: 287.43 g/mol
* total energy: -921.07277 Eh
* strongest force on any atom: 2.15 eV/A
* ΔE to the lowest compared entry with this formula, charge and spin: 134.2 kcal/mol
* SMILES: CC(C)=CCC[C@@H](C)CCN(COO)/C(N)=[NH+]\CCN
* HOMO: -9.370 eV

The geometry in XYZ format:
```
51
Properties=species:S:1:pos:R:3:forces:R:3
O -0.349739 -1.731156 2.955973 0.455 -0.944 0.142
O -1.073292 -0.581847 2.594052 -0.404 1.253 0.065
N -3.782824 1.684511 0.044299 -0.043 -0.103 -0.083
N -2.093091 0.365149 0.795435 -0.664 -1.886 -0.777
N -3.665846 -4.049446 -0.602315 -0.277 0.126 -0.256
N -4.253295 -0.584719 0.194275 0.632 0.131 -0.315
C -1.077517 0.833804 -0.191887 1.475 1.448 -0.053
C 2.206812 2.773708 0.667497 0.730 0.188 -0.426
C -4.576621 -2.892454 -0.585271 0.226 -0.639 0.152
C 3.824882 0.754068 0.617709 -0.103 -0.112 -0.412
C 3.271154 -0.840274 -1.286370 0.944 0.846 -0.272
C 5.533857 -0.943227 -0.112920 -1.014 -1.271 1.062
C -3.814857 -1.570570 -0.829194 -0.958 -0.740 0.438
C 0.284752 1.141544 0.452501 -0.507 0.187 0.748
C -1.742881 -0.916478 1.395741 1.203 0.032 0.924
C 1.182278 2.213203 -1.640372 0.066 0.733 0.567
C -3.353265 0.462839 0.368977 -0.404 0.883 0.075
C 4.189026 -0.270737 -0.204662 -0.125 -0.087 -0.190
C 0.954034 2.391261 -0.127583 -0.128 -0.532 -0.338
C 3.543003 2.174364 0.168076 -1.570 -0.589 0.634
H -3.801226 -4.545255 -1.475818 0.287 -0.072 0.042
H -4.433653 -1.015873 1.097249 -0.354 -0.024 -0.119
H -4.227672 1.805322 -0.854462 -0.876 0.117 0.534
H 0.150862 -1.417000 3.725904 -0.150 0.064 -0.154
H 3.617115 -1.843897 -1.529895 0.123 0.034 -0.159
H -4.144443 -1.181541 -1.789369 0.435 0.204 -0.133
H 3.710744 2.290772 -0.900720 -0.161 -0.040 -0.087
H 5.435407 -2.020567 0.068021 0.242 -0.052 0.009
H 2.285690 -0.958235 -0.846415 -0.221 0.199 -0.280
H -1.017480 -1.444988 0.771780 -0.281 -0.178 -0.189
H -2.593377 -1.533855 1.671416 -0.122 -0.064 -0.423
H -3.918029 -4.709043 0.122653 0.050 0.031 0.025
H 0.948240 0.276261 0.452305 0.088 -0.006 -0.142
H 2.312995 3.861610 0.670446 -0.128 0.028 -0.092
H 6.164335 -0.501721 0.651405 0.109 0.052 -0.049
H -0.969640 0.142777 -1.032122 -0.326 -0.428 0.292
H 0.239079 3.214374 -0.015868 -0.050 -0.019 0.093
H -5.071389 -2.884582 0.388351 0.017 0.273 0.032
H 1.837121 3.014308 -1.984210 -0.042 -0.046 -0.240
H 3.259504 -0.247720 -2.204347 -0.282 -0.135 -0.124
H 3.781665 0.557836 1.690741 1.636 0.626 0.211
H 2.118305 2.484083 1.717378 -0.233 0.013 0.038
H -2.749143 -1.802961 -0.808436 0.025 0.153 -0.083
H 4.330234 2.751520 0.657565 0.137 -0.017 -0.063
H 0.228910 2.326492 -2.156883 0.051 -0.182 -0.225
H -1.407927 1.769579 -0.632924 -0.383 0.010 0.170
H -3.622771 2.465562 0.663442 0.692 0.202 -0.537
H -5.373949 -3.028687 -1.316329 -0.034 0.249 -0.030
H 0.068142 1.354907 1.501034 0.130 -0.053 0.065
H 1.644216 1.260825 -1.877489 -0.014 -0.096 -0.056
H 5.991565 -0.853843 -1.098368 0.103 0.236 -0.013
```
Forces are in eV/Å.

Löwdin atomic charge list, values in e, 6 entries:
1. O 0.006
2. O -0.129
3. N 0.242
4. N 0.039
5. N 0.000
6. N 0.042

---

2 unconnected molecules or ions with the total composition C14H31N4O6P in a non-equilibrium geometry, computed with the ωB97M-V functional and the def2-TZVPD basis.

Values from the calculation:
* HOMO-LUMO gap: 10.000 eV
* LUMO: 0.574 eV
* net charge: 0
* M: 382.40 g/mol
* total energy: -1564.02087 Eh
* strongest force on any atom: 3.83 eV/A
* SMILES: CNC(=O)[C@@H](NC(C)=O)C(C)C.NCCCCNC(=O)CP(=O)(O)O
* HOMO: -9.426 eV

The geometry in XYZ format:
```
56
Properties=species:S:1:pos:R:3:forces:R:3
P 6.849639 2.265045 -2.389165 1.323 2.021 2.969
O 3.997767 2.290454 -2.738778 -0.361 0.449 0.005
O 6.753210 2.560817 -0.951428 -0.650 -0.204 0.565
O -5.210061 -2.108810 -1.487609 0.382 0.147 0.263
O 8.372890 1.977265 -2.666064 0.209 -0.055 -1.525
O -3.614267 1.250793 2.697118 0.078 0.459 0.259
O 6.405661 3.527121 -3.225564 -0.010 -0.432 -0.777
N 3.972836 0.538994 -1.287659 1.117 0.489 -1.201
N -5.870435 -1.276209 0.474786 -0.166 0.428 1.141
N -3.647313 0.445437 0.645714 -0.281 -0.628 -2.007
N 0.267366 0.101130 3.613565 -0.057 -0.330 0.129
C 1.603582 0.303013 3.044858 -0.619 0.267 -0.060
C -2.285741 -2.330843 -1.748482 -0.658 -0.125 0.338
C -3.263308 -1.079418 2.585583 -0.143 0.029 -0.352
C -1.201129 -0.315233 -0.852727 -0.457 0.036 0.541
C -4.974382 -1.403263 -0.513516 -0.319 -0.332 -0.837
C -2.347022 -1.309670 -0.606803 0.488 -0.092 -0.445
C 2.837458 0.549884 0.852674 -0.569 0.222 -0.100
C 4.548214 1.304711 -2.274122 -2.029 -0.653 0.905
C -3.692524 -0.541685 -0.463989 0.447 0.024 0.470
C 2.694316 0.820189 -0.648214 0.272 -0.085 0.424
C -3.520997 0.279714 1.965902 0.162 -0.169 1.588
C 1.467806 0.499642 1.538140 0.668 -0.159 0.188
C -7.157443 -1.969766 0.509097 0.362 -0.001 -0.423
C 5.873866 0.914351 -2.818266 0.042 -1.766 -0.667
H -2.587018 -1.865113 -2.687381 -0.007 -0.136 -0.069
H 5.444741 3.541702 -3.035733 -0.275 0.417 -0.391
H -3.574443 -1.049080 3.628526 0.033 0.131 -0.107
H 3.342076 -0.409487 1.007836 0.024 0.018 0.011
H 5.838750 0.801157 -3.899569 -0.256 -0.167 -0.059
H -0.258409 -0.854710 -0.938558 -0.019 0.019 -0.047
H 4.530644 -0.224764 -0.920191 -0.279 0.284 -0.058
H 1.923917 0.175484 -1.083610 -0.001 0.056 0.048
H -7.772498 -1.646308 -0.333352 -0.011 -0.094 0.059
H -2.194334 -1.283051 2.548419 0.081 -0.059 0.008
H -1.275351 -2.727219 -1.849280 0.064 0.138 0.036
H 2.387447 1.861297 -0.804547 0.319 -0.244 -0.216
H 0.893830 -0.335969 1.128469 -0.056 0.099 0.066
H -3.767711 0.051997 -1.374634 -0.097 0.131 -0.047
H -6.999183 -3.046803 0.426752 -0.058 0.083 -0.017
H -2.133857 -1.854374 0.309489 -0.073 0.030 0.257
H 0.916382 1.424453 1.340819 -0.049 -0.034 -0.036
H -7.681121 -1.752714 1.440697 0.218 0.074 -0.077
H 8.763790 2.761185 -2.259168 0.741 -0.071 0.143
H 2.081862 1.176078 3.500771 0.318 0.010 -0.146
H -0.333612 0.909033 3.439023 0.263 -0.277 0.307
H 0.322296 -0.092840 4.613733 -0.195 0.291 -0.379
H 2.226298 -0.573254 3.252640 -0.124 0.046 0.009
H -2.947349 -3.169992 -1.535128 -0.050 0.043 -0.284
H -1.378270 0.240186 -1.774374 0.056 0.044 -0.073
H 3.456704 1.332643 1.303956 0.035 -0.128 -0.089
H 6.267596 0.014402 -2.353279 0.162 -0.065 -0.041
H -5.658873 -0.629010 1.218146 -0.132 -0.071 -0.120
H -3.766093 1.412421 0.382995 -0.060 -0.023 0.083
H -3.809168 -1.865746 2.073688 0.093 -0.228 -0.080
H -1.119030 0.384733 -0.022206 0.104 0.147 -0.081
```
Forces are in eV/Å.

Löwdin atomic charge list, values in e, 6 entries:
1. P 0.333
2. O 0.040
3. O -0.269
4. O 0.052
5. O -0.095
6. O 0.031

---

- Which of these has the highest total energy?
  C14H31N4O2

---

- The highest LUMO belongs to which entry?
  C14H31N4O6P

---

- The lowest M belongs to which entry?
  C14H31BNOP